# 1
DFT (ωB97M-V/def2-TZVPD) results for a cluster of 2 separate species, C7H12N2O in total in a non-equilibrium geometry.

The calculation puts the molar mass at 140.2 g/mol. As for the spin multiplicity: 1. As for the SMILES: Cc1cc[nH]n1.C=COC. For the relative energy (zero: lowest compared OMol25 entry of this formula, charge and spin), the calculation gives 353.8 kJ/mol. The highest occupied orbital energy is -8.43 eV. Its largest force on an atom is 0.102 hartree/bohr.

Each line ends with the natural charge from an NBO analysis.
Element x y z (Å)
O: 0.07951 0.89948 1.97152  -0.53
N: 0.48362 0.04817 -1.90651  -0.38
N: 0.32548 -0.42441 -0.63486  -0.30
C: -1.13625 1.61552 2.13532  -0.25
C: 1.07375 2.27120 0.28723  -0.63
C: -0.26667 -2.54845 0.48663  -0.67
C: 0.03144 -2.03989 -2.12999  -0.36
C: 1.02168 1.22791 1.05366  0.23
C: 0.25803 -0.92021 -2.76796  -0.03
C: -0.03241 -1.67559 -0.72060  0.18
H: -1.73851 1.58479 1.27834  0.18
H: 0.38392 -3.44463 0.25714  0.23
H: 1.82832 2.41059 -0.37911  0.21
H: -0.10090 -1.76568 1.30176  0.26
H: 1.76482 0.34572 1.05563  0.21
H: -1.61322 1.27609 3.08497  0.20
H: 0.23116 1.04098 -1.94218  0.42
H: -1.27436 -2.97162 0.45170  0.22
H: 0.43320 -0.75448 -3.87141  0.22
H: -0.69375 2.54954 2.32887  0.18
H: -0.13243 -3.06132 -2.54517  0.22
H: 0.30105 3.09968 0.41610  0.20

---

# 2
DFT (ωB97M-V/def2-TZVPD) results for the molecule C25H26N4O.

The calculation puts the molar mass at 398.5 g/mol. As for the spin multiplicity: 1. As for the SMILES: Cc1cnccc1CN(C)Cc1cn(C)nc1-c1ccc(Oc2ccccc2)cc1. For the relative energy (zero: lowest compared OMol25 entry of this formula, charge and spin), the calculation gives 141.1 kJ/mol. The highest occupied orbital energy is -7.82 eV. Its largest force on an atom is 0.017 hartree/bohr.

Each line ends with the natural charge from an NBO analysis.
Element x y z (Å)
O: -0.22818 -4.03015 1.25781  -0.50
N: -2.21511 -0.45016 -3.06750  -0.43
N: 3.54088 1.04853 1.54829  -0.26
N: -0.63163 2.46314 0.73420  -0.45
N: 3.91001 2.31827 1.56948  -0.15
C: -2.50652 -0.31446 -1.78530  0.03
C: 2.20953 1.02035 1.58667  0.12
C: -1.85780 0.57787 -0.94987  -0.26
C: -1.56376 -3.51299 -0.70159  -0.32
C: 1.53240 -0.26770 1.53959  -0.10
C: -3.47194 -4.89525 -1.16945  -0.24
C: -0.10993 2.38065 -0.61569  -0.27
C: 1.70794 -2.66468 1.31034  -0.25
C: -1.25510 0.31232 -3.55917  0.05
C: 2.84288 3.13789 1.61253  -0.04
C: 0.33233 2.92926 1.72552  -0.22
C: -1.83033 3.27185 0.79977  -0.41
C: 0.14716 -0.39295 1.60180  -0.20
C: 2.30247 -1.42614 1.41033  -0.16
C: -2.14580 -5.31290 0.78755  -0.29
C: -0.45482 -1.63053 1.48938  -0.22
C: -0.85821 1.39116 -1.46864  0.03
C: 0.32078 -2.77280 1.32818  0.27
C: -3.21877 -5.63034 -0.02265  -0.19
C: -0.54057 1.25136 -2.82430  -0.06
C: 5.29743 2.67862 1.55412  -0.41
C: 1.70824 2.35200 1.62864  -0.14
C: 0.53336 2.06882 -3.47064  -0.63
C: -1.31470 -4.24749 0.45290  0.37
C: -2.63944 -3.84176 -1.50647  -0.19
H: -3.86131 -6.45650 0.24446  0.21
H: -4.31127 -5.14623 -1.80030  0.21
H: -2.12093 0.63622 0.09177  0.23
H: -1.62328 4.34126 0.62575  0.17
H: 1.48405 1.92326 -2.95809  0.22
H: -2.28237 3.16681 1.78624  0.20
H: 0.44329 4.02923 1.67211  0.17
H: 0.65232 1.78640 -4.51367  0.22
H: -0.09235 2.69400 2.71055  0.21
H: -3.29619 -0.95242 -1.41094  0.19
H: -1.04101 0.16587 -4.61110  0.18
H: -0.11179 3.36774 -1.11505  0.18
H: 0.93178 2.04821 -0.56018  0.24
H: 2.95043 4.20455 1.63560  0.21
H: 5.87646 1.75924 1.50057  0.24
H: 5.52440 3.30256 0.68734  0.21
H: 0.28984 3.13047 -3.42520  0.22
H: 3.37600 -1.33022 1.37880  0.23
H: -2.54220 2.93446 0.04961  0.21
H: 5.56441 3.22250 2.46251  0.21
H: 2.30011 -3.56100 1.20715  0.22
H: -0.46230 0.48614 1.71846  0.23
H: -0.91248 -2.69468 -0.97334  0.23
H: -1.93044 -5.87973 1.68011  0.22
H: -1.53129 -1.72071 1.52560  0.22
H: -2.81665 -3.26921 -2.40458  0.23

---

# 3
DFT (ωB97M-V/def2-TZVPD) results for a cluster of 11 separate species, C30H30F10O34P in total in a non-equilibrium geometry.

The calculation puts the molar mass at 1155.5 g/mol. The net charge is -3. As for the spin multiplicity: 1. For the relative energy (zero: lowest compared OMol25 entry of this formula, charge and spin), the calculation gives 0.0 kJ/mol. The highest occupied orbital energy is -1.45 eV. Its largest force on an atom is 0.049 hartree/bohr.

Each line ends with the Mulliken charge.
Element x y z (Å)
P: 0.04878 -0.06610 0.08794  -2.70
F: -3.88872 2.58576 2.61830  -0.43
F: -2.62863 3.61733 -0.13852  -0.40
F: -4.20153 1.79486 -1.32897  -0.35
F: 4.59569 -1.08923 -1.78254  -0.41
F: -0.98010 1.85709 -3.71683  -0.41
F: -0.15440 -4.79806 -1.63376  -0.34
F: 1.18498 2.48447 3.82190  -0.45
F: 1.95145 4.43274 -2.91969  -0.41
F: 3.38229 -1.38579 4.18149  -0.38
F: -2.97750 -1.61612 2.78555  -0.45
O: 2.88790 -4.05896 -3.95824  -0.63
O: -1.06520 -1.93909 4.08925  -0.42
O: -3.17150 -4.66929 -2.07733  -0.42
O: 4.87406 1.33447 -3.31107  -0.55
O: -1.61854 4.26509 5.66986  -0.61
O: -5.55871 0.58430 0.08899  -0.43
O: 1.74919 3.85299 2.12052  -0.33
O: -2.12707 3.72449 3.50755  -0.48
O: 4.10232 2.49973 -1.55191  -0.44
O: 3.69947 4.90379 1.77984  -0.60
O: 0.92262 0.80770 -0.90003  0.00
O: -2.09166 -0.12267 -4.02488  -0.38
O: 0.97097 -0.69538 1.14382  0.04
O: -0.77213 6.07602 -2.71882  -0.63
O: -4.70780 -1.11910 -1.02461  -0.42
O: -1.82972 2.14702 5.02744  -0.44
O: -0.28070 -0.75183 -5.11225  -0.46
O: 0.00092 5.12460 -0.79821  -0.47
O: 2.97383 2.50498 -3.46649  -0.43
O: -3.35669 -5.85808 -3.97161  -0.61
O: -0.48052 -3.74325 5.28872  -0.62
O: 5.46008 -4.37623 2.31515  -0.59
O: -1.49447 4.06902 -2.03825  -0.42
O: -0.60948 -1.30006 -0.61628  0.50
O: 3.65462 2.69775 2.21088  -0.47
O: 4.51790 -2.33215 2.44894  -0.49
O: 3.06593 -1.92639 -3.26459  -0.42
O: -1.06241 0.86353 0.74066  -0.14
O: 2.63369 -3.51769 -1.79142  -0.32
O: -0.89578 -3.87196 3.08999  -0.41
O: -1.46206 -4.74200 -3.45832  -0.45
O: -6.85898 -1.20440 -0.34997  -0.61
O: -2.32488 -1.35245 -5.88819  -0.61
O: 3.26587 -4.12256 2.78085  -0.48
C: -1.44235 3.33847 -0.85727  1.91
C: 2.76461 -2.31977 -1.01061  1.21
C: -3.60612 -0.36883 -0.54106  1.82
C: 3.27210 -1.84342 2.87924  2.03
C: -1.02068 0.53823 -3.37545  2.23
C: -0.70172 5.19418 -1.92508  0.63
C: 4.04954 2.03247 -2.81928  0.42
C: 2.61459 1.71050 2.14400  0.28
C: -1.63352 -0.82617 -5.06986  0.56
C: 4.50366 -3.69040 2.45315  0.65
C: -1.89966 3.44493 4.85090  0.59
C: -1.58987 -1.65075 2.81388  2.22
C: -2.72606 -5.15833 -3.23605  0.59
C: -0.77336 -3.24649 4.24239  0.45
C: -2.53445 2.55098 2.83449  2.43
C: -2.13070 1.45179 3.80671  0.12
C: -5.82031 -0.64012 -0.44700  0.52
C: 2.87665 -3.26537 -3.06787  0.57
C: 3.10732 3.89695 2.01512  0.39
C: 2.08023 3.09396 -2.56170  2.04
C: 2.35650 -3.03348 2.76711  0.73
C: 3.24548 -1.29561 -2.03448  1.77
C: -0.32782 3.96802 -0.03147  1.10
C: -4.23124 0.98175 -0.24833  1.72
C: -2.26133 -3.65546 -1.62577  0.96
C: -0.96877 -3.98256 -2.38513  1.64
C: 1.39484 2.53570 2.44198  2.28
C: -1.18048 -2.90987 2.06176  1.24
C: 0.14647 -0.35016 -3.81994  0.92
C: 2.81259 3.05716 -1.21830  0.27
H: 0.50563 2.19132 1.91202  -1.11
H: 2.63238 0.91530 2.88044  0.47
H: 2.34304 1.30047 1.17378  -0.32
H: 3.40779 -2.47099 -0.14882  -0.38
H: -3.11683 -0.71324 0.37082  -0.74
H: 0.40065 3.15381 -0.16311  -0.80
H: -1.21676 0.93973 3.51292  -0.21
H: -1.19812 -0.72234 2.41074  -1.40
H: 1.71852 -2.96095 1.88689  -0.37
H: -2.18632 -3.71053 -0.54701  -0.59
H: -3.78951 1.43757 0.62280  -0.56
H: -1.97248 -3.19393 1.37511  -0.04
H: 1.70937 -3.08211 3.64107  0.13
H: 2.95379 -0.99519 2.27185  -1.13
H: -2.62978 -2.65981 -1.86895  -0.10
H: 1.08110 2.66449 -2.49402  -0.66
H: -2.86579 0.65769 3.92662  0.26
H: 0.11405 -1.16674 -3.09204  -0.80
H: -0.47077 4.28218 0.99402  0.31
H: -2.01090 2.50281 1.88185  -1.18
H: -1.10350 0.44587 -2.29498  -1.52
H: 2.33324 2.31866 -0.57424  -0.83
H: -0.30505 -2.76479 1.43050  -0.84
H: 2.91280 4.02165 -0.72554  0.38
H: 1.76206 -2.07322 -0.65439  -0.79
H: -1.44063 2.27138 -1.04235  -1.14
H: -2.81186 -0.36629 -1.28151  -0.93
H: 2.75962 -0.32802 -1.91250  -0.83
H: -0.35833 -3.14273 -2.69726  -0.70
H: 1.12307 0.12075 -3.78563  0.11

---

Which of these has the lowest relative energy (zero: lowest compared OMol25 entry of this formula, charge and spin)? C30H30F10O34P